[1]
{
  "formula": "C28H28Cl4N8O2RuS3",
  "method": "ωB97M-V/def2-TZVPD",
  "gap_ev": [6.69, 6.13],
  "e_above_lowest_ev": 0.000,
  "spin_multiplicity": 2,
  "total_energy_ev": -130680.178,
  "charge": 1,
  "elements": ["Ru", "Cl", "Cl", "Cl", "Cl", "S", "S", "S", "O", "O", "N", "N", "N", "N", "N", "N", "N", "N", "C", "C", "C", "C", "C", "C", "C", "C", "C", "C", "C", "C", "C", "C", "C", "C", "C", "C", "C", "C", "C", "C", "C", "C", "C", "C", "C", "C", "H", "H", "H", "H", "H", "H", "H", "H", "H", "H", "H", "H", "H", "H", "H", "H", "H", "H", "H", "H", "H", "H", "H", "H", "H", "H", "H", "H"],
  "positions_angstrom": [[-0.003, 0.001, 0.179], [4.942, -0.800, 0.063], [4.387, 0.110, 5.372], [1.303, 0.574, 4.966], [6.195, -0.572, 2.937], [-0.316, -0.533, -2.148], [0.840, 2.335, -0.195], [0.126, -6.336, 1.993], [2.046, -0.293, 0.081], [0.503, 0.271, 2.158], [-0.197, 4.578, -1.053], [-2.051, 0.178, 0.504], [-0.122, -2.006, 0.609], [-0.607, 4.057, 1.210], [-1.797, 1.652, -2.370], [-2.110, -0.025, -3.978], [-7.341, 1.094, 0.655], [-0.337, -8.564, -1.961], [-0.672, 5.957, -1.169], [2.592, -0.217, 1.229], [-0.094, 3.770, 0.009], [-0.053, -7.202, 0.447], [-1.371, -7.948, -1.388], [-4.289, -0.508, 0.009], [0.011, -4.670, 1.413], [-3.338, 0.424, -4.625], [0.521, -2.922, -0.134], [0.832, -8.517, -1.330], [3.987, -0.423, 1.435], [3.685, -0.007, 3.816], [-0.686, -2.411, 1.754], [-4.794, 0.608, 0.657], [-1.286, -7.262, -0.187], [2.341, 0.196, 3.651], [-2.554, 1.205, 1.200], [-3.907, 1.466, 1.293], [-1.311, 5.244, 1.698], [4.520, -0.323, 2.690], [-2.383, 2.805, -3.047], [-0.656, -3.723, 2.182], [1.754, 0.096, 2.362], [0.616, -4.246, 0.233], [-1.501, 0.455, -2.887], [-2.919, -0.689, -0.041], [1.029, -7.849, -0.127], [-6.214, 0.875, 0.670], [-2.158, -6.791, 0.245], [-1.741, 6.034, -0.990], [-1.245, 1.838, -1.541], [-3.962, 0.965, -3.920], [-1.823, 1.825, 1.688], [-1.171, -1.643, 2.341], [-4.950, -1.223, -0.462], [-3.892, -0.456, -4.946], [0.292, 4.198, -1.850], [-2.481, -1.534, -0.553], [-2.218, 5.431, 1.131], [-2.318, -8.013, -1.911], [-1.142, -3.998, 3.108], [-3.147, 1.048, -5.498], [1.658, -9.031, -1.807], [-2.361, 2.679, -4.124], [-0.136, 6.629, -0.504], [-1.717, -0.894, -4.301], [0.997, -2.563, -1.035], [-1.599, 5.045, 2.727], [2.001, -7.839, 0.348], [-4.265, 2.322, 1.848], [-0.679, 6.129, 1.692], [1.162, -4.934, -0.396], [-0.257, 3.430, 1.919], [-3.411, 2.987, -2.731], [-0.481, 6.277, -2.189], [-1.787, 3.681, -2.808]]
}

---

[2]
{
  "formula": "C28H28FN5O3",
  "method": "ωB97M-V/def2-TZVPD",
  "gap_ev": 9.11,
  "e_above_lowest_ev": 0.000,
  "total_energy_ev": -45801.373,
  "smiles": "O=C(NCc1ccc(F)cc1)[C@H](c1ccccc1)N(C[C@H]1CCCO1)C(=O)Cn1nnc2ccccc21",
  "elements": ["F", "O", "O", "O", "N", "N", "N", "N", "N", "C", "C", "C", "C", "C", "C", "C", "C", "C", "C", "C", "C", "C", "C", "C", "C", "C", "C", "C", "C", "C", "C", "C", "C", "C", "C", "C", "C", "H", "H", "H", "H", "H", "H", "H", "H", "H", "H", "H", "H", "H", "H", "H", "H", "H", "H", "H", "H", "H", "H", "H", "H", "H", "H", "H", "H"],
  "positions_angstrom": [[1.403, -1.394, -5.384], [-0.272, -0.333, -0.462], [0.578, -3.378, 1.951], [0.557, 2.402, 2.568], [0.495, -0.338, 1.658], [1.741, 1.098, -1.466], [-0.807, -2.854, 0.236], [2.680, 0.783, -3.370], [2.828, 0.660, -2.118], [0.814, 1.520, -2.367], [1.476, -2.951, -2.128], [1.918, -2.322, -3.279], [1.203, 3.565, 3.055], [-3.020, -1.669, 1.857], [-3.535, 1.007, 1.412], [-4.319, -1.239, 1.665], [0.130, -3.242, -1.948], [0.796, 1.632, -4.808], [-1.962, -0.766, 1.817], [-0.783, -2.858, -2.923], [-2.233, 0.580, 1.610], [1.669, 0.997, -0.043], [1.381, 0.135, 2.697], [-0.207, -2.625, 1.410], [0.988, -1.976, -4.242], [-0.561, -1.267, 2.071], [-0.363, -2.223, -4.076], [0.540, 0.043, 0.364], [-0.469, 2.156, -4.703], [1.710, 1.833, 4.573], [-0.461, 2.065, -2.273], [-1.084, 2.370, -3.460], [0.770, 1.320, 3.470], [1.448, 1.309, -3.618], [-4.581, 0.101, 1.433], [2.346, 3.066, 3.932], [-0.364, -3.889, -0.681], [2.187, -3.223, -1.362], [1.276, 1.460, -5.757], [1.476, 1.975, 0.410], [0.426, -4.454, -0.179], [0.493, 4.161, 3.645], [1.569, -0.691, 3.388], [2.334, 0.444, 2.270], [-5.130, -1.952, 1.696], [-1.835, -3.062, -2.780], [1.134, 2.121, 5.453], [-3.732, 2.056, 1.245], [-5.595, 0.438, 1.277], [3.200, 2.782, 3.317], [2.665, 3.808, 4.660], [1.529, 4.154, 2.195], [-0.203, 1.013, 3.878], [2.643, 0.618, 0.274], [2.958, -2.085, -3.432], [-2.819, -2.714, 2.044], [-0.939, 2.219, -1.319], [-1.294, -2.075, -0.192], [-2.080, 2.787, -3.440], [-1.061, -1.922, -4.841], [-1.205, -4.557, -0.896], [-1.432, 1.303, 1.605], [-0.443, -1.422, 3.149], [-1.014, 2.415, -5.599], [2.441, 1.082, 4.864]]
}